Record 1
DFT (wB97M-V/def2-TZVPD) results for a structure of composition C24H20ClGaNPS.

CARTESIAN COORDINATES (ANGSTROEM)
C1 -1.148 -1.821 4.475
C2 -1.054 -2.008 3.099
C3 0.309 -2.005 2.729
H1 -1.827 -2.352 2.436
C4 1.078 -1.726 3.914
C5 0.138 -1.669 5.025
H2 0.304 -1.822 6.086
H3 -2.020 -1.838 5.091
H4 0.763 -2.315 1.764
H5 2.154 -1.756 3.962
Ga1 0.307 0.593 3.618
Cl1 2.012 1.405 2.658
P1 0.111 0.353 -0.460
C6 1.199 -0.716 -1.475
C7 0.771 -1.429 -2.605
H6 -0.271 -1.394 -2.918
C8 1.682 -2.189 -3.344
H7 1.342 -2.732 -4.231
C9 3.022 -2.250 -2.947
H8 3.734 -2.845 -3.522
C10 3.457 -1.552 -1.811
H9 4.507 -1.591 -1.507
C11 2.548 -0.801 -1.069
H10 2.867 -0.268 -0.172
C12 -1.531 -0.076 -1.153
C13 -2.163 -1.220 -0.621
H11 -1.663 -1.794 0.158
C14 -3.410 -1.622 -1.096
H12 -3.893 -2.510 -0.678
C15 -4.036 -0.885 -2.113
H13 -5.012 -1.201 -2.487
C16 -3.418 0.251 -2.647
H14 -3.904 0.823 -3.443
C17 -2.174 0.661 -2.159
H15 -1.708 1.554 -2.570
C18 0.410 1.990 -1.225
C19 1.117 2.185 -2.420
H16 1.553 1.338 -2.947
C20 1.268 3.471 -2.947
H17 1.811 3.613 -3.885
C21 0.726 4.569 -2.271
H18 0.847 5.574 -2.679
C22 0.033 4.387 -1.066
H19 -0.397 5.244 -0.541
C23 -0.108 3.107 -0.536
H20 -0.620 2.956 0.414
S1 -0.229 1.019 8.088
C24 0.110 0.714 6.600
N1 0.408 0.586 5.429

The LUMO energy (alpha / beta) comes out at -2.3 / -1.4 eV. Its HOMO energy (alpha / beta) is -7.5 / -8.2 eV.

Record 2
DFT (wB97M-V/def2-TZVPD) results for a structure of composition C24H20ClInNPS.

CARTESIAN COORDINATES (ANGSTROEM)
C1 3.986 1.628 2.413
C2 3.558 0.747 1.431
C3 3.341 1.479 0.185
H1 3.443 -0.377 1.561
C4 3.572 2.791 0.459
C5 3.837 2.968 1.911
H2 4.288 3.996 2.237
H3 4.070 1.421 3.548
H4 3.026 1.040 -0.790
H5 3.397 3.774 -0.262
In1 1.330 1.793 1.626
Cl1 0.214 3.614 0.768
P1 -0.588 -0.131 -0.171
C6 -0.480 -0.340 -1.996
C7 -0.470 -1.584 -2.651
H6 -0.534 -2.510 -2.075
C8 -0.384 -1.644 -4.049
H7 -0.376 -2.617 -4.546
C9 -0.309 -0.471 -4.805
H8 -0.244 -0.521 -5.895
C10 -0.314 0.773 -4.157
H9 -0.256 1.693 -4.741
C11 -0.388 0.839 -2.764
H10 -0.379 1.812 -2.259
C12 -0.384 -1.868 0.384
C13 0.939 -2.327 0.552
H11 1.778 -1.651 0.345
C14 1.185 -3.637 0.966
H12 2.214 -3.986 1.079
C15 0.116 -4.503 1.241
H13 0.312 -5.526 1.573
C16 -1.197 -4.048 1.093
H14 -2.035 -4.714 1.310
C17 -1.450 -2.737 0.666
H15 -2.482 -2.399 0.549
C18 -2.395 0.094 0.041
C19 -3.344 -0.101 -0.977
H16 -3.026 -0.413 -1.974
C20 -4.707 0.099 -0.717
H17 -5.435 -0.055 -1.516
C21 -5.135 0.490 0.555
H18 -6.199 0.644 0.755
C22 -4.191 0.691 1.574
H19 -4.519 0.997 2.568
C23 -2.832 0.504 1.317
H20 -2.094 0.675 2.110
S1 2.737 3.643 3.248
C24 4.071 4.615 3.844
N1 4.732 5.337 4.437

The LUMO energy (alpha / beta) comes out at -1.1 / -1.1 eV. Its HOMO energy (alpha / beta) is -6.9 / -6.9 eV.

Record 3
DFT (wB97M-V/def2-TZVPD) results for a cluster of 2 separate species, C24H20ClO6S2 in total.

CARTESIAN COORDINATES (ANGSTROEM)
C1 2.032 -3.738 4.023
C2 0.704 -3.714 3.322
O1 0.127 -2.402 3.440
C3 -1.116 -2.417 2.863
C4 -1.679 -1.109 2.644
C5 -2.927 -0.925 2.048
C6 -3.803 -2.014 1.718
C7 -5.011 -1.797 1.070
Cl1 -6.025 -3.130 0.714
C8 -5.404 -0.498 0.703
C9 -4.569 0.586 1.021
C10 -3.375 0.389 1.698
O2 -1.625 -3.504 2.557
H1 2.518 -4.681 3.770
H2 2.680 -2.914 3.714
H3 1.895 -3.717 5.108
H4 0.834 -3.946 2.254
H5 0.037 -4.463 3.769
H6 -1.091 -0.259 2.958
H7 -3.492 -3.024 1.955
H8 -6.347 -0.359 0.184
H9 -4.864 1.598 0.735
H10 -2.726 1.226 1.972
C11 5.581 3.296 -1.554
C12 4.543 2.722 -2.293
C13 3.577 1.976 -1.622
C14 3.627 1.814 -0.246
C15 4.661 2.379 0.497
C16 5.640 3.126 -0.164
S1 2.300 0.865 0.513
O3 2.780 -0.464 0.807
O4 1.644 1.668 1.521
C17 1.291 0.812 -0.956
C18 -0.048 0.622 -0.901
C19 -0.890 0.711 -2.088
C20 -0.614 -0.059 -3.238
C21 -1.414 0.049 -4.371
C22 -2.482 0.954 -4.392
C23 -2.762 1.732 -3.261
C24 -1.983 1.596 -2.114
S2 2.146 1.272 -2.463
O5 1.470 2.343 -3.152
O6 2.552 0.069 -3.159
H11 6.344 3.879 -2.071
H12 4.461 2.845 -3.374
H13 4.675 2.229 1.575
H14 6.447 3.576 0.416
H15 -0.494 0.457 0.079
H16 0.199 -0.784 -3.213
H17 -1.187 -0.577 -5.235
H18 -3.092 1.052 -5.289
H19 -3.584 2.449 -3.266
H20 -2.163 2.200 -1.222

As for the charge: -1. The LUMO energy comes out at 1.6 eV. Its HOMO energy is -2.7 eV.

Record 4
DFT (wB97M-V/def2-TZVPD) results for a structure of composition C24H20F4In.

CARTESIAN COORDINATES (ANGSTROEM)
In1 1.197 -1.515 0.820
F1 -1.067 -2.601 -0.531
C1 -2.095 -2.982 -1.317
C2 -2.771 -4.172 -1.079
C3 -3.850 -4.528 -1.839
C4 -4.159 -3.735 -2.935
C5 -3.498 -2.523 -3.208
C6 -2.455 -2.168 -2.388
H1 -2.443 -4.855 -0.304
H2 -4.368 -5.448 -1.613
H3 -5.033 -3.947 -3.540
H4 -3.846 -1.857 -3.983
H5 -1.902 -1.249 -2.545
F2 2.340 0.995 1.735
C7 2.735 2.167 2.309
C8 3.057 3.209 1.458
C9 3.318 4.443 2.057
C10 3.316 4.516 3.464
C11 3.109 3.397 4.285
C12 2.737 2.227 3.704
H6 3.016 2.998 0.400
H7 3.542 5.287 1.421
H8 3.507 5.481 3.917
H9 3.166 3.487 5.360
H10 2.458 1.358 4.285
F3 -1.559 -1.722 1.774
C13 -2.895 -1.705 1.706
C14 -3.620 -2.561 2.545
C15 -4.997 -2.578 2.471
C16 -5.658 -1.672 1.602
C17 -4.929 -0.812 0.797
C18 -3.537 -0.881 0.772
H11 -3.091 -3.232 3.208
H12 -5.583 -3.198 3.134
H13 -6.737 -1.634 1.533
H14 -5.384 -0.104 0.119
H15 -3.019 -0.208 0.102
F4 2.642 0.056 -1.286
C19 3.439 0.921 -1.956
C20 4.817 0.659 -2.032
C21 5.641 1.624 -2.524
C22 5.112 2.838 -3.028
C23 3.715 3.048 -3.018
C24 2.896 2.084 -2.447
H16 5.217 -0.268 -1.643
H17 6.713 1.505 -2.602
H18 5.703 3.659 -3.408
H19 3.262 3.929 -3.450
H20 1.839 2.270 -2.300

As for the charge: +3. The LUMO energy comes out at -14.5 eV. Its HOMO energy is -16.1 eV.

Number 1: E -4105.756523 hartree, largest force on an atom 4.27 eV/Å. Number 2: E -2371.008138 hartree, largest force on an atom 4.46 eV/Å. Number 3: E -2634.542394 hartree, largest force on an atom 2.34 eV/Å. Number 4: E -1514.930751 hartree, largest force on an atom 1.67 eV/Å.